No. 1
Here is a molecular structure, C38H42IrN3O4S3Si from OMol25. Energies are from ωB97M-V/def2-TZVPD.

Positions of all 92 atoms, in Å:
Ir: -0.24666 0.18115 -0.08048
S: -4.28342 -4.04348 -0.26509
C: -5.57332 -5.10415 0.11687
C: -5.84938 -5.08573 1.44481
C: -5.00446 -4.19580 2.16761
C: -4.09356 -3.54504 1.38243
C: -3.09836 -2.55182 1.79752
C: -2.34445 -1.84766 0.87637
N: -1.46888 -0.88290 1.19376
C: -1.22231 -0.64459 2.53917
C: -1.96117 -1.32036 3.54227
C: -1.65317 -1.00988 4.92279
C: -0.67320 -0.14957 5.25114
C: 0.12953 0.48991 4.23503
C: 1.19307 1.32160 4.50398
C: 1.98596 1.84445 3.45833
C: 1.61455 1.51223 2.16570
N: 0.54786 0.77519 1.86583
C: -0.19356 0.21586 2.87882
C: 3.15528 2.70231 3.68426
C: 4.01051 3.24981 2.76652
C: 5.04743 4.02740 3.35296
C: 4.97090 4.06717 4.70802
S: 3.64094 3.15395 5.28225
C: -2.89882 -2.24957 3.16736
H: -6.04835 -5.67826 -0.66563
H: -6.62738 -5.68447 1.90065
H: -5.08295 -4.04285 3.23648
H: -2.44956 -2.06022 -0.17776
H: -2.22618 -1.51429 5.69312
H: -0.44557 0.05902 6.29051
H: 1.43682 1.55220 5.53688
H: 2.20385 1.86851 1.33196
H: 3.91268 3.10495 1.69628
H: 5.82127 4.52616 2.78345
H: 5.62082 4.57023 5.40885
H: -3.44721 -2.78713 3.93290
C: -0.41487 6.96537 1.83568
C: 0.14892 5.80633 1.05729
C: -0.60355 4.65889 0.83026
C: -0.09762 3.60283 0.08778
C: 1.19388 3.67277 -0.40777
C: 1.96627 4.80963 -0.19026
C: 1.44190 5.86230 0.54017
S: 1.99907 2.48587 -1.50185
O: 3.43383 2.54924 -1.16190
O: -0.43797 2.79540 -2.95178
N: 1.37782 0.97045 -1.02467
C: 2.27551 -0.08818 -1.48646
C: 2.09526 -1.38169 -0.67244
O: 3.04892 -2.11040 -0.54851
O: 0.87848 -1.59386 -0.23536
H: -1.47718 6.82707 2.03428
H: -0.28439 7.89886 1.28693
H: 0.09833 7.07397 2.79402
H: -1.60778 4.58668 1.23516
H: -0.70511 2.72557 -0.07143
H: 2.98166 4.84545 -0.56660
H: 2.05093 6.74296 0.71482
H: 3.31674 0.20953 -1.46679
H: 2.01401 -0.37612 -2.51279
C: -1.69015 2.73606 -2.25129
Si: -2.03022 0.99915 -1.50770
C: -2.21462 -0.15738 -3.03933
C: -3.27038 0.40586 -3.99716
C: -0.85806 -0.24386 -3.75913
C: -2.61454 -1.58758 -2.65989
C: -3.67363 1.43045 -0.56180
C: -4.62454 0.23885 -0.36793
C: -4.47423 2.50439 -1.32206
C: -3.30895 2.00711 0.81441
H: -2.51112 2.96958 -2.93441
H: -0.38557 3.62265 -3.43869
H: -1.71157 3.49509 -1.45801
H: -3.01888 1.40874 -4.35087
H: -4.26191 0.43747 -3.53770
H: -3.33620 -0.24801 -4.87534
H: -0.45824 0.73613 -4.01993
H: -0.97506 -0.83009 -4.67974
H: -0.12412 -0.76095 -3.13008
H: -3.57414 -1.63150 -2.13854
H: -1.84677 -2.06296 -2.03972
H: -2.70672 -2.19311 -3.57109
H: -5.01025 -0.13055 -1.32396
H: -5.48673 0.55800 0.23229
H: -4.16242 -0.59137 0.15750
H: -4.75638 2.18078 -2.32619
H: -3.93405 3.44926 -1.40320
H: -5.39875 2.70511 -0.76641
H: -2.78695 1.27782 1.44098
H: -4.22563 2.30160 1.34049
H: -2.67812 2.89965 0.72411

Properties
Energy above the lowest of the compared OMol25 structures with the same formula, charge and spin (kJ/mol): 75.19
HOMO-LUMO gap (alpha / beta) (eV): 5.17 / 5.39
F_max (eV Å⁻¹): 0.91
HOMO level (alpha / beta) (eV): -5.32 / -7.74
Multiplicity: 5
LUMO level (alpha / beta) (eV): -0.2 / -2.4

No. 2
Here is a molecular structure, C38H42N7O3V2 from OMol25. Energies are from ωB97M-V/def2-TZVPD.

Positions of all 92 atoms, in Å:
O: -6.41979 -18.67390 19.34554
V: -5.96532 -18.39178 17.91929
O: -2.02598 -19.13119 16.98401
V: -2.69721 -17.67420 16.89255
C: -4.24546 -17.04498 21.13775
C: -3.27451 -17.71980 20.16002
C: -2.54477 -18.93356 20.71107
O: -3.79353 -17.93686 18.84386
H: -5.10184 -17.67257 21.38441
H: -4.43820 -16.08222 20.66443
H: -3.53911 -16.84975 21.94463
H: -2.48599 -16.98288 20.00745
H: -1.51409 -18.63979 20.90981
H: -2.48870 -19.85413 20.13012
H: -2.93879 -19.22043 21.68604
N: -0.74800 -16.76406 17.60268
C: 0.09423 -17.44475 18.44739
C: 1.30415 -17.05372 18.94507
C: 1.71368 -15.78439 18.61768
C: 0.92741 -14.97131 17.74179
C: -0.30524 -15.49179 17.31311
H: -0.14308 -18.47993 18.64358
H: 1.99258 -17.70722 19.46025
H: 2.70084 -15.40574 18.83798
H: 1.26513 -13.97827 17.48450
H: -0.74101 -14.90673 16.51674
N: -0.64213 -20.31784 25.86897
C: -1.13822 -20.65537 24.61452
C: -1.69276 -21.90846 24.24980
C: -1.69978 -22.88433 25.22144
C: -1.11932 -22.62649 26.47447
C: -0.58801 -21.33190 26.74855
H: -1.08171 -19.84356 23.90447
H: -2.00966 -22.20685 23.26139
H: -1.91884 -23.88933 24.89222
H: -1.08571 -23.36478 27.26201
H: -0.22189 -21.10906 27.73986
N: -5.66813 -20.61100 17.90825
C: -6.08511 -21.67002 17.04528
C: -5.76299 -22.96506 17.13334
C: -4.76062 -23.40657 18.02259
C: -4.30287 -22.48175 18.85455
C: -4.80257 -21.16048 18.87630
H: -6.76627 -21.45081 16.23635
H: -6.22773 -23.66364 16.45334
H: -4.49753 -24.45393 18.00746
H: -3.65171 -22.69801 19.68859
H: -4.47095 -20.38299 19.54857
N: -3.16291 -15.57898 16.67127
C: -3.46084 -14.71437 17.67469
C: -3.76511 -13.36144 17.52195
C: -3.79103 -12.79226 16.27058
C: -3.70510 -13.71152 15.19044
C: -3.30602 -14.97598 15.45038
H: -3.45875 -15.06914 18.69476
H: -3.94398 -12.78649 18.41853
H: -3.88725 -11.76872 15.93965
H: -3.62603 -13.33286 14.18209
H: -3.18971 -15.64698 14.61215
N: -5.47303 -21.11888 22.49367
C: -6.42819 -22.10428 22.62650
C: -6.79480 -22.78059 23.82436
C: -6.15834 -22.39061 24.98555
C: -5.23001 -21.35855 24.93757
C: -4.84003 -20.85224 23.70078
H: -6.83686 -22.42421 21.67938
H: -7.51978 -23.58106 23.81659
H: -6.42563 -22.76880 25.96122
H: -4.82362 -20.94266 25.84767
H: -4.05334 -20.12859 23.54632
N: -6.40825 -16.25992 17.59016
C: -6.78242 -15.90517 16.33598
C: -7.36256 -14.62493 16.07304
C: -7.53720 -13.78414 17.17436
C: -7.20930 -14.14497 18.41802
C: -6.66125 -15.39235 18.60606
H: -6.76696 -16.65117 15.55517
H: -7.64541 -14.31261 15.07863
H: -7.98275 -12.86008 16.83674
H: -7.39289 -13.50238 19.26641
H: -6.59185 -15.81861 19.59595
N: -2.64315 -13.85866 21.57184
C: -1.48319 -14.40993 21.12102
C: -0.48760 -14.96106 21.96438
C: -0.73614 -14.86740 23.34502
C: -1.80274 -14.07112 23.83881
C: -2.72743 -13.62547 22.91836
H: -1.55711 -14.56525 20.05480
H: 0.30717 -15.48292 21.45212
H: 0.03195 -15.27652 23.98460
H: -1.99550 -14.02065 24.90027
H: -3.57141 -13.12984 23.37493

Properties
Charge: +4
HOMO-LUMO gap (alpha / beta) (eV): 4.94 / 3.93
F_max (eV Å⁻¹): 5.97
HOMO level (alpha / beta) (eV): -17.45 / -17.44
Multiplicity: 4
LUMO level (alpha / beta) (eV): -12.5 / -13.5